169
Properties=species:S:1:pos:R:3:forces:R:3:lowdin_charge:R:1 method="wB97M-V/def2-TZVPD" total_energy_ha=-4790.12885 charge=+1 molar_mass_g_mol=1281.2 homo_energy_ev=-9.66
C 1.8853 1.0546 -0.1048 -3.5 -3.4 0.2 -0.0307
C 0.8519 0.1895 0.8180 -1.4 3.6 1.6 -0.1380
C -0.3716 1.1811 1.3081 3.7 -1.9 -5.0 -0.1055
C -1.3430 1.5338 0.2015 0.3 -2.3 0.0 -0.1088
C -1.9933 0.1436 -0.2152 1.6 1.6 -0.2 -0.0541
C -0.9389 -0.8810 -0.8412 -3.2 1.2 0.7 -0.2067
N 0.2063 -0.9664 0.1084 7.7 -3.1 -5.5 0.1207
O 1.0912 -2.0183 -0.1560 -7.7 10.6 -1.5 0.0726
C -0.5531 -0.1777 -2.2324 -0.1 -2.2 1.7 0.0324
C -1.6097 -2.2539 -0.9379 -0.5 2.8 4.2 -0.1154
C 1.5677 -0.2914 2.0875 -2.5 -0.7 -0.9 -0.0337
H 2.6197 1.6683 0.4168 -1.5 -1.1 -1.0 0.0674
H 1.4887 1.6176 -0.9497 -2.1 -1.6 2.0 0.0640
H 2.4207 0.1702 -0.4502 -1.1 0.7 -1.0 0.0987
H 0.0273 2.1405 1.6376 -0.6 -2.0 -1.1 0.1011
H -0.9368 0.6155 2.0488 3.0 -1.0 -1.2 0.0784
H -1.0036 2.1528 -0.6290 0.6 -1.2 0.7 0.0719
H -2.0125 2.2165 0.7247 1.1 -1.5 -3.0 0.0519
H -2.7630 0.3225 -0.9660 1.4 -0.2 1.5 0.0353
H -2.4864 -0.3413 0.6273 -0.2 0.3 -0.1 0.1235
H -1.2340 -0.4245 -3.0471 -0.8 -0.1 0.6 0.1254
H 0.3792 -0.5734 -2.6353 -1.7 -0.2 1.9 0.0479
H -0.4676 0.9051 -2.1408 -0.2 -1.9 1.0 0.0520
H -1.9043 -2.7031 0.0105 -0.2 1.9 0.0 0.1084
H -1.0384 -2.9413 -1.5618 0.5 1.4 4.5 0.0141
H -2.5558 -2.1759 -1.4736 1.9 1.6 1.2 0.0674
H 1.9580 0.5321 2.6856 -2.3 -1.3 -2.9 0.0434
H 2.4846 -0.8067 1.8016 -2.9 -0.6 0.9 0.0642
H 0.9265 -0.9501 2.6733 -0.4 1.6 -0.2 0.1095
C 2.7776 3.3317 1.2860 2.0 0.8 1.2 -0.1414
C 2.7987 4.4711 2.2852 0.0 -0.2 0.6 -0.0383
O 1.6494 4.1477 3.1206 0.1 1.5 -0.3 0.1175
C 1.2422 2.9305 2.8160 0.7 1.7 2.1 -0.6384
O 0.3181 2.3566 3.2756 0.1 0.3 3.7 0.1612
O 2.0306 2.3825 1.9593 0.0 -0.9 -1.3 -0.0175
H 3.8134 3.0025 1.2037 -0.2 -0.1 -0.6 0.1341
H 2.3073 3.5956 0.3388 0.4 -0.3 0.5 0.1035
H 2.7423 5.3219 1.6061 -0.1 0.9 1.6 0.1337
H 3.6034 4.4845 3.0202 0.2 0.3 -1.0 0.1365
C 0.7121 -4.4326 -5.1446 0.3 0.9 1.1 -0.0362
C 1.6129 -4.1471 -3.9234 0.4 -0.1 -0.9 -0.0892
O 0.6908 -3.8023 -2.8828 0.3 0.6 -7.2 -0.0215
C -0.4172 -3.3074 -3.4737 0.0 1.7 1.0 -0.5188
O -1.2601 -2.6534 -2.8326 3.7 -2.0 -11.4 0.0184
O -0.4163 -3.5905 -4.7717 -0.8 -0.4 -1.0 0.0590
H 0.4528 -5.4870 -5.2397 -0.4 0.2 -0.1 0.1328
H 1.0824 -4.0036 -6.0757 0.1 -0.3 0.1 0.1369
H 2.1932 -3.2460 -4.1216 0.1 -1.1 0.2 0.0729
H 2.2945 -4.9421 -3.6212 -0.5 -0.2 0.2 0.1462
C -0.2822 4.5002 -0.4720 3.5 0.8 0.2 -0.1354
C 0.6023 5.2896 0.5548 0.0 0.7 -1.0 -0.0660
O -0.0958 5.1705 1.7710 -1.1 -0.4 0.8 0.0767
C -1.3442 4.7373 1.5405 -1.6 1.6 0.7 -0.4662
O -2.2481 4.7233 2.3788 2.3 1.6 -2.8 0.1423
O -1.3992 4.3815 0.2334 -5.4 -0.2 2.6 0.0672
H 0.0486 3.4861 -0.6962 0.6 0.7 0.2 0.0922
H -0.4577 5.0151 -1.4165 0.1 0.2 0.1 0.1526
H 0.5994 6.3720 0.4267 0.5 0.0 -0.8 0.1512
H 1.6040 4.8891 0.7108 -1.4 0.9 -0.8 0.0550
C -3.0786 -2.1442 4.1413 -2.1 2.0 -0.1 -0.0628
C -3.0442 -0.5979 4.0507 -1.5 -2.0 1.6 -0.1013
O -2.2125 -0.3506 2.9484 -0.2 -0.1 -0.1 0.0427
C -1.5148 -1.4452 2.6154 -1.2 1.1 -1.2 -0.4341
O -0.7557 -1.4728 1.6709 -2.7 -2.5 4.6 0.1294
O -1.9007 -2.4057 3.4502 0.7 -2.5 -0.6 0.0165
H -3.9704 -2.5563 3.6691 0.3 -0.1 -0.8 0.1429
H -3.2168 -2.4929 5.1647 1.3 -0.1 0.1 0.1462
H -2.6197 -0.2584 4.9955 0.2 0.2 -0.2 0.1414
H -4.0558 -0.2100 3.9309 0.3 0.3 -0.2 0.1545
C -2.6891 -4.3661 -1.7326 0.7 -1.5 -0.2 -0.1038
C -2.5639 -4.7758 -3.2144 -2.0 -1.3 3.0 -0.0625
O -3.4388 -3.8413 -3.7957 0.6 -0.3 -3.9 0.1097
C -4.0601 -3.0255 -2.9784 -2.4 1.4 -1.4 -0.4871
O -4.9333 -2.1885 -3.3363 3.1 -3.4 1.3 0.1169
O -3.6046 -3.3081 -1.7764 -3.4 -0.7 1.5 0.0373
H -1.8047 -3.9551 -1.2457 -0.9 -1.2 -0.7 0.0641
H -2.9746 -5.2149 -1.1112 -0.9 0.1 0.0 0.1460
H -3.1077 -5.7205 -3.2108 0.4 -0.3 -0.9 0.1414
H -1.5175 -4.8964 -3.4947 -1.0 0.0 -0.7 0.1220
C -1.2272 -4.9104 1.6433 -0.3 -2.0 2.0 -0.0860
C 0.0514 -5.7970 1.6872 -2.4 -2.2 3.0 -0.1582
O 0.6408 -5.4438 0.5701 4.1 -1.1 -3.3 0.1348
C 0.0833 -4.5048 -0.0962 0.7 3.3 -2.0 -0.4868
O 0.5408 -3.9711 -1.0926 -1.7 -3.8 8.0 0.0858
O -1.0123 -4.0610 0.5770 0.8 -1.5 0.5 -0.0212
H -1.3841 -4.3854 2.5856 0.0 0.1 -0.4 0.1085
H -2.0914 -5.5592 1.5008 -0.3 0.2 -0.3 0.1374
H -0.1201 -6.8705 1.6080 -0.5 -0.1 0.3 0.1427
H 0.7260 -5.5894 2.5178 -0.6 -1.0 -0.1 0.1264
C 1.7648 -2.7030 4.2231 0.5 -0.8 2.1 -0.1143
C 0.5533 -3.4690 3.8362 -0.1 1.0 -0.4 -0.0830
O 0.9788 -3.8460 2.5161 -0.4 1.1 -0.3 -0.0235
C 1.8682 -2.9561 2.0180 1.2 -1.3 -0.7 -0.4897
O 2.2588 -2.9053 0.8759 2.5 -3.0 5.4 0.1711
O 2.2477 -2.1860 3.0294 2.3 -1.7 1.2 -0.0328
H 2.4844 -3.4078 4.6395 0.4 0.3 0.3 0.1473
H 1.5270 -1.8867 4.9051 0.3 0.0 0.1 0.1484
H -0.2881 -2.7762 3.8270 0.9 -0.9 -0.3 0.0941
H 0.2351 -4.3133 4.4477 0.6 -0.3 -0.2 0.1600
C -4.9163 1.7553 -0.7994 0.4 1.4 -1.0 -0.1566
C -5.8357 0.7216 -0.3363 0.6 -1.4 1.7 -0.1511
O -6.1235 -0.0131 -1.4768 -2.4 -1.7 -0.1 0.0490
C -5.9328 0.6931 -2.5597 -1.7 1.2 -2.9 -0.5441
O -6.4024 0.4158 -3.6699 2.0 1.1 3.0 0.1271
O -5.2434 1.8249 -2.1863 -0.4 0.0 -1.9 0.0542
H -3.8615 1.4839 -0.7556 -0.5 0.5 0.6 0.0876
H -5.1916 2.6349 -0.2177 0.7 0.4 -1.5 0.1312
H -6.7075 1.1447 0.1627 -0.2 -0.4 -0.3 0.1458
H -5.2680 0.0536 0.3115 -0.5 -0.1 0.4 0.1376
C 5.1844 0.5995 -1.5999 2.2 -1.5 -0.4 -0.1091
C 6.1780 0.9313 -0.4955 1.2 1.0 -0.3 -0.0729
O 5.4042 0.9699 0.7177 -1.0 -0.3 -2.5 0.0827
C 4.2400 0.3154 0.3603 2.0 -0.3 4.4 -0.5139
O 3.4142 0.1086 1.2160 6.6 1.3 -2.1 0.0357
O 4.2235 -0.1100 -0.8639 -0.6 -0.4 -0.9 0.0910
H 5.6031 -0.1427 -2.2796 0.1 0.4 -0.3 0.1524
H 4.7971 1.4746 -2.1217 0.4 -0.9 0.1 0.0874
H 6.6223 1.8879 -0.7706 0.1 0.2 0.7 0.1398
H 6.9948 0.2272 -0.3372 -0.2 -0.2 -0.3 0.1424
C 3.1232 1.1836 4.2329 -1.4 -1.5 2.4 -0.0905
C 4.3272 0.2931 4.2699 -1.0 -0.8 0.6 -0.1174
O 5.0803 0.9848 3.3854 4.4 1.3 -1.8 0.0816
C 4.7427 2.2697 3.2538 2.3 0.3 -2.0 -0.5548
O 5.3462 3.1124 2.6057 -0.4 -1.5 1.5 0.1249
O 3.5774 2.4343 3.7934 -0.7 0.8 1.8 0.0880
H 2.6952 1.2249 5.2346 -0.3 0.6 -0.2 0.1591
H 2.4224 0.7472 3.5212 1.2 1.2 2.5 0.0523
H 4.2082 -0.6909 3.8163 -0.5 -0.1 0.3 0.1395
H 4.7643 0.1847 5.2625 0.4 0.2 0.0 0.1421
C -2.0668 2.2977 2.5402 -1.1 0.6 2.4 -0.1866
C -2.8316 2.2016 3.8083 0.1 0.4 1.1 -0.0890
O -4.1653 2.1203 3.3988 -2.0 -1.4 1.2 0.1059
C -4.2913 2.2057 2.0967 -2.1 2.2 -0.7 -0.4891
O -5.3750 2.2383 1.5193 2.2 -0.4 2.7 0.0857
O -3.1052 2.4956 1.5810 -3.0 0.7 0.8 0.0388
H -1.5587 1.3651 2.2950 -2.6 3.3 1.7 0.0264
H -1.4364 3.1708 2.7085 -0.4 -1.5 -0.8 0.1048
H -2.7876 3.1007 4.4229 0.4 -0.2 0.3 0.1554
H -2.5815 1.2731 4.3216 0.1 1.4 0.4 0.0876
O -3.8104 -0.7284 -1.6388 -0.5 -0.1 -0.5 -0.0607
H -3.3860 -0.1416 -2.2647 0.0 -0.2 -0.7 0.0756
H -4.6213 -0.9952 -2.0719 -0.3 -0.6 -0.4 0.0348
C 3.0424 2.3713 -1.6613 0.7 0.9 -1.3 -0.1159
C 3.0544 2.7672 -3.1022 1.2 2.0 -1.1 -0.1166
O 1.6987 2.7568 -3.6358 7.4 6.0 -6.5 -0.0120
H 2.2654 2.9375 -1.1476 0.7 0.4 -0.7 0.0882
H 3.9986 2.5512 -1.1700 -0.3 0.7 -0.1 0.1167
H 2.7734 1.3240 -1.5236 1.2 0.9 -1.3 0.0605
H 3.7007 2.2169 -3.7859 -0.1 -0.3 0.3 0.1288
H 3.3792 3.8062 -3.1575 0.1 0.1 -0.1 0.1405
H 1.6559 3.1843 -4.4943 -0.2 0.2 -0.2 0.1910
C 1.5183 -1.2873 -4.0131 0.7 -0.3 0.1 -0.0777
C 1.9856 0.1328 -4.0327 -1.2 0.4 -0.1 -0.2178
O 1.1728 0.8282 -3.0989 4.0 -4.4 -1.7 -0.2283
H 1.6715 -1.6729 -3.0051 0.2 -0.3 0.0 0.1064
H 2.1049 -1.8956 -4.7015 -0.1 0.8 -0.3 0.0888
H 0.4513 -1.3811 -4.2155 0.4 0.2 -0.5 0.1009
H 1.7987 0.4423 -5.0610 0.2 0.8 -0.3 0.1305
H 3.0569 0.1579 -3.8336 0.2 0.2 0.2 0.1129
H 1.2911 1.7755 -2.9979 0.3 -6.2 -1.6 -0.1074
C -2.1726 2.4903 -2.4653 -0.4 -0.6 0.2 -0.0349
C -0.8465 2.4634 -3.1654 0.1 2.0 -1.0 -0.2165
O 0.2327 2.5358 -2.1969 -5.5 1.0 2.7 -0.2263
H -2.2145 3.3085 -1.7464 -0.3 0.0 -0.2 0.0952
H -2.2579 1.5609 -1.9022 -0.1 0.6 -0.3 0.0351
H -3.0614 2.4936 -3.0963 0.3 0.4 -0.4 0.1078
H -0.7713 3.3314 -3.8203 0.0 0.7 0.1 0.1245
H -0.7621 1.6775 -3.9160 0.2 -0.6 0.6 0.1335
H 1.0603 2.6517 -2.6693 -3.0 4.2 2.3 -0.1373